13
Properties=species:S:1:pos:R:3:forces:R:3:mulliken_charge:R:1 method="wB97M-V/def2-TZVPD" de_lowest_kcal_mol=90.73 charge=0 homo_lumo_gap_ev=10.26
C 2.53999 1.05256 -0.15443 -0.4 -0.2 0.1 0.053
C 1.42292 0.59795 -0.14243 0.3 0.1 0.0 -1.166
C 0.09681 0.04704 -0.14627 0.2 -0.1 0.0 0.786
C -1.16935 0.87319 -0.04099 0.0 0.1 0.0 -0.664
C -0.90782 -0.17075 0.97666 0.2 0.1 0.3 -0.042
O -1.27266 -1.45694 0.50613 -0.1 -0.1 0.1 -0.415
C -0.28099 -1.37924 -0.53916 0.1 -0.1 -0.3 -0.384
H 3.53327 1.45179 -0.12547 -0.3 -0.1 -0.1 0.432
H -1.97453 0.73980 -0.75605 0.1 -0.1 0.0 0.197
H -0.98446 1.89290 0.27393 0.0 0.0 0.0 0.318
H -0.80898 -0.02750 2.04791 -0.1 0.1 -0.2 0.354
H 0.52802 -2.10113 -0.36775 -0.2 0.2 0.0 0.303
H -0.72223 -1.51967 -1.53208 0.1 0.0 0.1 0.231

13
Properties=species:S:1:pos:R:3:forces:R:3:mulliken_charge:R:1 method="wB97M-V/def2-TZVPD" de_lowest_kcal_mol=89.76 charge=0 homo_lumo_gap_ev=9.69
C -1.30380 2.63507 0.66930 0.2 -0.2 -0.3 0.409
C -0.64374 1.82796 0.06675 -0.2 0.3 0.1 -0.691
C 0.16852 0.83248 -0.60696 -0.2 -0.2 0.0 -0.501
C 1.30120 0.17192 0.19784 0.5 0.2 0.1 -0.577
C 0.10448 -0.56667 -0.12585 -0.5 -0.6 0.0 0.162
C -0.43204 -1.74740 0.12639 0.1 0.5 -0.1 -0.171
O 0.36510 -2.62297 0.82453 -0.1 -0.3 0.1 -0.461
H -1.87637 3.38308 1.17210 0.1 -0.2 -0.1 0.401
H 0.36318 0.99672 -1.66902 -0.1 0.0 0.3 0.307
H 1.43639 0.47783 1.23213 0.0 0.1 -0.2 0.234
H 2.21534 -0.06912 -0.33542 0.0 0.1 0.0 0.226
H -1.41576 -2.12466 -0.17442 0.3 0.4 0.0 0.338
H -0.18418 -3.24018 1.31244 -0.1 -0.1 0.0 0.323

13
Properties=species:S:1:pos:R:3:forces:R:3:mulliken_charge:R:1 method="wB97M-V/def2-TZVPD" de_lowest_kcal_mol=87.73 smiles=C#CC[C@H](O)C#C charge=0 homo_lumo_gap_ev=11.13
C -1.58664 1.58885 -0.85313 0.1 -0.5 0.0 0.117
C -1.25924 0.43200 -0.79328 -0.1 0.6 0.0 -0.500
C -0.73541 -0.92167 -0.61033 0.0 0.0 0.0 -0.563
C 0.33159 -0.90741 0.51157 0.2 -0.1 -0.2 -0.106
O -0.24839 -0.63370 1.76916 -0.1 0.2 0.0 -0.531
C 1.43262 0.03724 0.23415 0.5 0.3 0.0 -0.536
C 2.35034 0.80912 0.12649 -0.4 -0.4 0.0 0.037
H -1.87396 2.61309 -0.92894 0.0 -0.1 0.0 0.379
H -1.54565 -1.60637 -0.32961 0.2 0.1 0.1 0.270
H -0.30943 -1.29423 -1.55001 0.0 0.1 0.2 0.323
H 0.76968 -1.90586 0.60772 -0.1 0.0 -0.1 0.324
H -0.47526 0.30748 1.78385 0.0 -0.2 0.0 0.371
H 3.18082 1.47628 0.04768 -0.2 -0.1 0.0 0.414